{
  "formula": "C3H6N4Si",
  "method": "ωB97M-V/def2-TZVPD",
  "symbols": ["C", "C", "C", "N", "N", "N", "N", "Si", "H", "H", "H", "H", "H", "H"],
  "xyz": [[-1.164161, 1.421383, 0.266573], [-2.096687, 2.388320, 0.193518], [-1.269388, 0.413962, -0.705932], [-3.072174, 2.361834, -0.778645], [-2.329577, 0.439163, -1.561754], [-3.078090, 1.449095, -1.655539], [-0.463315, -0.651402, -0.832695], [0.966841, -1.257086, -0.063417], [-0.292357, 1.429792, 1.042591], [-2.352562, 3.209222, 0.875401], [-0.749914, -1.194598, -1.704303], [1.529197, -1.409875, -1.331048], [1.572900, -0.079566, 0.535654], [0.344150, -2.130349, 0.956928]],
  "forces_ev_per_a": [[2.92, -0.42, 1.57], [-2.76, 0.48, -0.66], [-1.43, 0.27, 0.35], [0.84, 2.31, 1.53], [2.82, -2.07, -0.49], [-2.03, 0.14, -0.67], [-1.25, -0.73, -2.15], [-1.76, 1.47, 1.10], [-1.77, 0.00, -1.50], [0.99, -0.45, 0.01], [0.37, 1.02, 1.58], [1.65, -1.52, -1.05], [0.47, 0.09, 0.49], [0.95, -0.61, -0.09]],
  "smiles": "[SiH3]Nc1ccnnn1",
  "fmax_ha_per_bohr": 0.06868,
  "de_lowest_kcal_mol": 8.1,
  "homo_ev": -8.91,
  "e_tot_ha": -626.3381
}